ORCA calculation (ωB97M-V/def2-TZVPD) on an isolated molecule of C3H4OS2 at a distorted geometry.

SMILES string = S=C1OCCS1
LUMO = 0.004 Ha
Frontier orbital gap = 9.0 eV
Relative energy (zero: lowest compared OMol25 entry of this formula, charge and spin) = 85.79 kJ/mol

Atoms and positions in Å:
S1 -3.194 -0.400 -0.040
C1 -1.561 -0.246 -0.021
O1 -0.903 0.902 -0.311
C2 0.443 0.801 0.227
C3 1.028 -0.504 -0.247
S2 -0.313 -1.650 -0.005
H1 0.359 0.719 1.366
H2 0.930 1.695 -0.094
H3 1.407 -0.527 -1.274
H4 1.805 -0.790 0.400

ORCA calculation (ωB97M-V/def2-TZVPD) on the ion C2H7N2O with charge +1 at a distorted geometry.

SMILES string = NC/[NH+]=C/O
LUMO = -0.132 Ha
Charge = +1
Frontier orbital gap = 11.8 eV
Relative energy (zero: lowest compared OMol25 entry of this formula, charge and spin) = 189.21 kJ/mol

Atoms and positions in Å:
N1 0.154 -0.303 -1.508
C1 0.361 -1.161 -0.474
N2 -0.062 -0.313 1.068
C2 -0.461 0.912 1.052
O1 -0.852 1.592 2.076
H1 0.836 0.357 -1.778
H2 -0.795 -0.017 -1.297
H3 1.360 -1.435 -0.315
H4 -0.447 -1.881 -0.433
H5 -0.192 -0.892 1.948
H6 -0.445 1.442 0.044
H7 -1.028 2.472 2.053